No. 1
Computed, not measured: C3H6N2O2 as an isolated structure at a distorted geometry, with the ωB97M-V functional and the def2-TZVPD basis.

```
13
Properties=species:S:1:pos:R:3:forces:R:3
C 0.433830 -0.951968 0.322270 0.3 1.4 0.9
C 0.661909 -0.019978 -0.916470 -3.2 -1.7 -1.6
C -0.139357 0.129687 1.357260 1.1 2.4 -1.2
H -0.919608 -1.651405 -0.860584 0.9 -2.1 5.3
H 1.418670 -1.198766 0.697054 0.0 -1.0 0.3
H 1.509893 0.578381 -0.763442 1.3 0.8 0.5
H 0.628796 -0.286874 -2.099033 0.5 -0.5 3.0
H -0.228823 1.619947 -1.212628 -1.0 0.3 -1.1
H -1.574412 1.472906 0.929399 -0.1 0.1 -0.5
N -0.615858 0.754797 -0.851253 0.8 2.4 1.3
N -0.633862 1.280682 0.589960 0.4 -3.2 -0.6
O -0.543099 -1.991908 0.270818 -0.7 2.4 -6.4
O 0.001920 0.264499 2.536649 -0.2 -1.3 0.1
```
Positions in Å, forces in eV/Å.

Calculated values
Gap between HOMO and LUMO, eV: 10.17
M, g/mol: 102.09
Highest occupied orbital energy, eV: -9.612
E_LUMO, eV: 0.56
DFT total energy, eV: -10279.7820
Relative energy (zero: lowest compared OMol25 entry of this formula, charge and spin), kcal/mol: 115.7



No. 2
Computed, not measured: a 2-piece molecular cluster, C4H13NOS overall at a distorted geometry, with the ωB97M-V functional and the def2-TZVPD basis.

```
20
Properties=species:S:1:pos:R:3:forces:R:3
C 0.955671 0.948262 -2.147733 -1.4 -2.4 0.0
N 0.891947 -0.154671 -1.079462 1.1 1.5 -1.2
C 0.753641 0.372975 0.259384 -0.2 0.6 1.5
C -0.764810 0.751136 0.422260 1.3 -0.4 -0.8
S -1.291294 0.887413 2.137813 0.3 0.2 0.1
C 1.265611 -0.658520 1.274968 -2.2 -1.2 -1.1
H 1.838963 0.723978 -2.729261 0.5 0.7 0.0
H 0.138221 0.659143 -2.821330 -0.1 0.9 0.0
H 0.841291 1.963691 -1.782351 0.3 0.0 0.0
H 1.806814 -0.565854 -1.229648 -0.1 -0.4 0.8
H 1.338696 1.283659 0.494689 0.0 0.1 -0.7
H -0.950251 1.686077 -0.118485 -0.1 -0.2 0.2
H -1.251764 -0.053287 -0.147795 -0.5 0.2 0.7
H -0.142169 1.506341 2.531198 -0.6 -0.2 0.0
H 1.255424 -0.362768 2.313482 0.5 0.4 0.0
H 0.487198 -1.462992 1.235535 0.8 0.1 0.1
H 2.199160 -1.061109 0.900224 0.3 0.0 0.4
H -0.400701 -2.588110 -1.578736 0.1 0.0 0.6
H -0.380821 -1.839227 -2.856172 -0.1 -0.1 0.0
O -0.688585 -2.674726 -2.482250 0.0 0.2 -0.6
```
Positions in Å, forces in eV/Å.

Calculated values
Gap between HOMO and LUMO, eV: 9.83
M, g/mol: 123.22
Highest occupied orbital energy, eV: -9.064
E_LUMO, eV: 0.77
DFT total energy, eV: -18730.8010
Structure (SMILES): CN[C@H](C)CS.O
Relative energy (zero: lowest compared OMol25 entry of this formula, charge and spin), kcal/mol: 27.9



No. 3
Computed, not measured: one molecule with the formula C3H2ClFO at a distorted geometry, with the ωB97M-V functional and the def2-TZVPD basis.

```
8
Properties=species:S:1:pos:R:3:forces:R:3
C -0.750012 0.712475 -0.019119 -2.7 -0.8 0.0
C 0.513854 0.396232 0.004641 1.1 1.0 0.0
C 1.213074 -0.878912 0.025906 0.8 -0.6 0.1
H -1.009325 1.759055 -0.063475 -0.2 0.0 0.1
H 0.547826 -1.716464 0.137683 -0.6 -0.7 0.0
O 2.409533 -1.042859 -0.035723 -0.6 0.6 0.0
F 1.277220 1.498701 0.018421 1.0 0.1 -0.1
Cl -2.127720 -0.386283 -0.001340 1.0 0.6 0.0
```
Positions in Å, forces in eV/Å.

Calculated values
Gap between HOMO and LUMO, eV: 9.88
M, g/mol: 108.50
Highest occupied orbital energy, eV: -10.406
E_LUMO, eV: -0.52
DFT total energy, eV: -20429.2960
Structure (SMILES): O=C/C(F)=C\Cl
Relative energy (zero: lowest compared OMol25 entry of this formula, charge and spin), kcal/mol: 8.9



No. 4
Computed, not measured: a 6-piece molecular cluster, C29H47N6 overall at a distorted geometry, with the ωB97M-V functional and the def2-TZVPD basis.

```
82
Properties=species:S:1:pos:R:3:forces:R:3
C 7.652316 2.215189 0.247465 -0.2 1.1 -0.6
C 7.319678 3.606880 -0.161094 0.4 -1.5 0.3
C 6.166716 4.066061 -1.232429 -1.0 0.4 1.3
C 4.804062 3.154605 -1.222814 -3.6 -1.1 0.3
N 4.804526 1.717718 -1.762214 -3.8 1.3 1.2
C 3.558101 0.829419 -1.820479 -1.9 3.0 1.3
C 2.084557 1.347059 -1.322095 3.1 2.7 0.6
C 1.936656 2.868525 -0.696237 4.9 -2.2 -2.0
C 3.349294 3.763512 -0.669761 -0.8 -2.5 -0.6
C 3.177213 5.305617 -0.074252 0.0 -0.4 -1.2
H 8.581625 1.691457 -0.279589 -0.9 1.8 2.6
H 7.112618 1.597569 1.100535 0.0 0.8 -3.0
H 7.989847 4.477278 0.303573 -0.6 -1.9 -2.5
H 5.901907 5.199324 -0.967450 0.2 -2.6 -0.8
H 6.612003 4.085359 -2.339389 -0.7 -0.3 2.6
H 5.688365 1.280050 -2.143131 -1.3 1.0 0.8
H 3.635961 -0.257979 -2.274878 0.2 2.6 1.1
H 1.096727 0.680842 -1.381723 2.6 1.3 0.0
H 0.902371 3.285512 -0.317820 2.3 -0.9 -0.8
H 3.376462 5.388986 1.075961 -0.3 -0.4 -2.3
H 2.070753 5.672470 -0.322856 2.5 -1.0 0.7
H 3.898211 6.009860 -0.681228 -1.4 -1.4 1.4
C -3.076666 2.405325 -3.216754 0.0 0.0 -0.1
C -1.685885 2.913124 -2.849662 -0.4 0.1 0.3
C -0.566365 2.141014 -3.550574 -0.2 -0.9 0.4
C -0.626373 0.675271 -3.152527 -0.2 -8.1 1.9
N -0.676186 -0.540626 -2.822356 0.5 9.6 -2.5
H -3.222400 1.365890 -2.906444 0.1 0.1 0.0
H -3.844140 3.003943 -2.715962 0.1 0.0 -0.2
H -3.245107 2.469733 -4.297915 0.0 0.0 0.3
H -1.559679 2.846224 -1.762094 0.1 0.0 -0.1
H -1.612288 3.972904 -3.117823 0.1 -0.2 0.0
H 0.408201 2.551324 -3.265694 0.0 -0.3 -0.1
H -0.664662 2.223601 -4.638404 0.0 -0.2 0.1
C -0.270305 -1.996804 0.986733 -0.1 -0.1 0.0
C 0.822390 -1.443940 1.896265 -0.1 -0.3 -0.4
C 0.316258 -0.347720 2.835887 -0.3 0.7 -0.7
C -0.220342 0.818611 2.022147 -3.0 6.6 -4.2
N -0.665508 1.786108 1.347108 3.7 -7.6 5.1
H -0.670361 -1.225820 0.320780 0.0 -0.1 0.1
H 0.129806 -2.795744 0.354466 -0.1 0.1 0.1
H -1.098583 -2.409086 1.574447 0.1 0.1 -0.1
H 1.637562 -1.053974 1.274472 0.0 0.0 0.3
H 1.236642 -2.264084 2.493108 0.0 0.3 0.0
H 1.132348 0.005224 3.475197 -0.2 0.1 -0.2
H -0.479591 -0.732586 3.482694 0.0 0.2 -0.2
C -8.162914 0.800510 -5.774428 -0.1 -0.1 -0.1
C -7.469840 0.604921 -4.429704 -0.1 -0.3 -0.3
C -7.025385 1.922772 -3.792141 0.8 0.3 -0.7
C -6.036388 2.627545 -4.706265 5.5 4.2 -5.0
N -5.216007 3.212193 -5.464592 -6.6 -4.7 6.0
H -7.492711 1.251814 -6.512742 -0.1 0.0 0.1
H -8.488034 -0.163601 -6.178088 0.0 0.2 0.1
H -9.045377 1.442420 -5.671272 0.1 -0.1 0.0
H -6.602470 -0.051711 -4.570098 -0.1 0.1 0.1
H -8.156049 0.090648 -3.747721 0.2 0.1 0.0
H -6.547488 1.730087 -2.825821 0.1 0.2 -0.2
H -7.887020 2.576934 -3.620345 0.2 0.0 -0.1
C -4.467046 -6.283788 0.976484 -0.1 0.0 -0.1
C -2.985556 -5.964512 0.802882 -0.3 0.1 -0.3
C -2.188978 -6.112300 2.100719 -0.5 0.8 0.6
C -2.732618 -5.154872 3.148683 -2.8 5.3 6.1
N -3.183622 -4.360671 4.018017 3.6 -6.3 -7.0
H -4.949783 -5.594506 1.676349 0.1 -0.1 0.0
H -4.989996 -6.193021 0.019176 0.1 -0.1 0.1
H -4.607349 -7.305967 1.346478 0.0 0.2 0.0
H -2.885891 -4.941628 0.419501 0.1 -0.2 0.1
H -2.563949 -6.634772 0.045610 0.1 0.1 0.2
H -1.132632 -5.886358 1.920800 -0.1 0.0 0.2
H -2.257104 -7.137913 2.479315 0.0 0.2 0.1
C 3.215449 -3.557828 6.090427 -0.1 -0.1 0.0
C 4.199302 -2.475020 6.522223 0.1 -0.5 0.0
C 3.735880 -1.066068 6.146921 0.1 -0.1 -1.0
C 3.587725 -0.959216 4.637923 -0.9 0.9 -8.3
N 3.464791 -0.870600 3.386151 1.1 -0.7 9.9
H 3.098006 -3.586770 5.002620 0.0 0.1 0.1
H 3.573381 -4.543477 6.404330 -0.1 0.2 0.0
H 2.229315 -3.393739 6.539919 0.1 -0.1 -0.1
H 5.175123 -2.679925 6.065064 -0.1 0.2 0.1
H 4.334432 -2.530208 7.608113 0.0 0.2 -0.2
H 4.467169 -0.326448 6.489654 -0.2 0.0 -0.2
H 2.774904 -0.838152 6.620670 0.1 0.0 -0.2
```
Positions in Å, forces in eV/Å.

Calculated values
Gap between HOMO and LUMO, eV: 6.19
M, g/mol: 479.74
Highest occupied orbital energy, eV: -10.658
E_LUMO, eV: -4.47
DFT total energy, eV: -39753.2203
Charge: +1



No. 5
Computed, not measured: C22H25ClLaN2PS as an isolated structure at a distorted geometry, with the ωB97M-V functional and the def2-TZVPD basis.

```
53
Properties=species:S:1:pos:R:3:forces:R:3
La -1.235687 1.119746 0.855114 -1.3 0.7 0.8
Cl -0.758442 2.284061 3.062613 0.2 0.2 0.2
P 0.112869 -1.143206 -0.038029 0.1 -1.6 -0.2
C 1.720762 -1.730135 -0.577507 0.6 0.2 0.0
C 1.835796 -2.604430 -1.665751 0.2 0.2 0.3
C 3.110439 -3.017842 -2.062576 -0.1 0.1 0.0
C 4.249481 -2.517133 -1.425012 -0.3 0.0 -0.1
C 4.133696 -1.616120 -0.360337 -0.3 -0.1 0.0
C 2.871329 -1.238026 0.088520 -0.3 -0.1 -0.3
C -0.181591 -1.864333 1.647071 -0.1 0.1 -0.3
C -1.267933 -1.421345 2.440107 0.2 -0.3 -0.1
C -1.425751 -1.917813 3.732287 -0.2 0.2 0.0
C -0.527250 -2.852885 4.233545 0.3 -0.2 0.0
C 0.547845 -3.299636 3.457064 -0.2 0.2 -0.2
C 0.707056 -2.820513 2.154007 0.0 0.2 0.3
C -1.228415 -1.923188 -1.022598 0.3 0.4 0.1
C -2.152596 -1.069911 -1.659982 0.2 -0.4 0.4
C -3.311004 -1.619914 -2.206276 -0.1 0.2 -0.1
C -3.483738 -3.001072 -2.237844 0.3 -0.2 0.2
C -2.518253 -3.850871 -1.679445 0.3 0.2 0.1
C -1.398110 -3.313074 -1.032260 -0.5 0.1 -0.1
H -2.092280 -0.765047 2.064583 0.4 -0.9 0.4
H -2.261362 -1.568040 4.339103 0.2 -0.2 -0.1
H -0.662308 -3.253569 5.237858 0.0 0.2 -0.2
H 1.265272 -4.016339 3.859936 -0.3 0.2 -0.1
H 1.530050 -3.172969 1.524711 -0.3 0.2 0.3
H 0.933156 -2.941623 -2.180667 0.5 0.0 0.1
H 3.197063 -3.724820 -2.886722 0.1 0.2 0.2
H 5.235491 -2.824674 -1.766706 -0.2 0.1 0.1
H 5.024718 -1.212219 0.114873 -0.2 -0.1 -0.1
H 2.766155 -0.561586 0.947206 0.1 -0.3 -0.4
H -1.930075 0.007878 -1.771847 -0.2 -0.5 0.0
H -4.079970 -0.966228 -2.607600 0.2 -0.1 -0.1
H -4.370125 -3.426552 -2.704423 0.2 0.1 0.1
H -2.636875 -4.933364 -1.728512 0.0 0.3 0.0
H -0.666173 -3.959005 -0.532924 -0.4 0.2 -0.2
H 1.822757 -2.202854 -5.648076 -0.3 0.0 -0.1
H 1.085753 -2.203234 -5.790529 0.3 0.0 0.1
S 0.183092 2.380417 -1.008634 0.6 1.4 -0.6
C -0.057291 4.018229 -0.360079 0.5 0.7 0.0
N 0.988116 4.699563 0.125638 -0.7 -0.9 -0.6
C 0.885763 6.050655 0.726418 0.5 0.0 -0.5
C -0.541918 6.317369 1.159502 0.1 0.0 0.4
C -1.533519 5.963431 0.074484 -0.2 0.0 -0.3
N -1.288174 4.581829 -0.383325 0.6 -0.8 -0.3
H 1.903481 4.289586 -0.083082 -0.5 0.2 0.5
H 1.222443 6.781083 -0.021180 -0.1 -0.1 0.1
H 1.596948 6.093496 1.560075 -0.3 0.0 -0.1
H -0.645693 7.373849 1.397272 0.0 0.0 0.1
H -0.753799 5.756318 2.070336 -0.1 -0.1 0.0
H -1.454311 6.661359 -0.765578 0.1 -0.2 0.0
H -2.565361 5.997217 0.428573 0.2 0.1 0.1
H -1.901524 4.177488 -1.093393 0.2 0.2 0.5
```
Positions in Å, forces in eV/Å.

Calculated values
Gap between HOMO and LUMO, eV: 7.52
M, g/mol: 554.86
Highest occupied orbital energy, eV: -14.311
E_LUMO, eV: -6.79
DFT total energy, eV: -59693.7304
Charge: +2
Relative energy (zero: lowest compared OMol25 entry of this formula, charge and spin), kcal/mol: 0.0



No. 6
Computed, not measured: one molecule with the formula C5H8O2, with the ωB97M-V functional and the def2-TZVPD basis.

```
15
Properties=species:S:1:pos:R:3:forces:R:3
C -0.680507 -1.229338 -0.957429 0.0 0.1 0.0
C -0.324175 -0.231198 0.063619 -0.1 -0.3 0.0
C -0.162925 -0.296486 1.547332 0.0 -0.3 0.0
O -0.281912 1.124692 1.641569 0.0 0.1 0.2
C -0.375561 1.226373 0.172679 0.0 0.1 -0.3
C 0.908250 1.509362 -0.503139 -0.1 0.1 -0.2
O 1.550687 0.101596 -0.562504 0.2 0.0 0.2
H -1.596748 -1.741612 -0.637854 0.1 0.1 0.0
H -0.848925 -0.757849 -1.928418 0.0 0.0 0.1
H 0.117979 -1.971501 -1.059043 -0.1 0.1 0.1
H 0.781526 -0.687726 1.950293 -0.2 0.1 -0.1
H -1.001878 -0.842546 2.009544 0.1 0.1 0.0
H -1.225322 1.812120 -0.183156 0.1 -0.1 0.0
H 0.803978 1.814598 -1.550515 0.0 0.0 0.2
H 2.335533 0.169515 -0.002979 -0.1 0.0 -0.1
```
Positions in Å, forces in eV/Å.

Calculated values
Gap between HOMO and LUMO (alpha / beta), eV: 6.75 / 6.72
M, g/mol: 100.12
Highest occupied orbital energy (alpha / beta), eV: -6.884 / -6.866
E_LUMO (alpha / beta), eV: -0.13 / -0.15
DFT total energy, eV: -9403.4916
Relative energy (zero: lowest compared OMol25 entry of this formula, charge and spin), kcal/mol: 146.2



No. 7
Computed, not measured: an isolated ion of composition C9H15N2O and charge +1 at a distorted geometry, with the ωB97M-V functional and the def2-TZVPD basis.

```
27
Properties=species:S:1:pos:R:3:forces:R:3
C -3.947892 -0.239282 0.575637 0.3 -1.4 -0.5
C -2.874464 0.732997 0.614963 0.9 0.2 -1.6
C -3.462846 -1.355474 -0.123277 -0.8 2.7 1.8
C -1.835704 0.133774 -0.075516 -0.2 0.5 0.8
C 0.839524 -1.528179 -0.470014 -1.7 1.5 2.3
C 0.228593 -0.304980 -1.201875 -2.1 -3.7 -1.1
C 0.791828 -0.190040 1.470157 4.0 -0.9 0.3
C 2.988891 -0.637218 0.438156 -1.8 2.3 -0.4
C -0.340290 2.035958 -0.530052 -0.7 0.2 1.0
N 1.543226 -0.900695 0.626530 -0.4 0.6 0.7
N -0.469025 0.514607 -0.362268 -2.1 3.0 2.1
O -2.189974 -1.098909 -0.449445 1.7 -0.6 -1.1
H -4.916195 -0.196303 1.075394 0.3 0.2 -0.4
H -2.850764 1.829592 0.727020 -0.5 -0.9 0.7
H -3.816606 -2.289719 -0.491822 -0.4 -0.3 0.2
H -0.009316 -2.108546 -0.027378 0.9 0.1 -0.8
H 1.470638 -1.999104 -1.145320 1.1 -1.4 -0.8
H 0.908378 0.197746 -1.752551 2.5 1.7 -1.6
H -0.435426 -0.833228 -1.907979 0.1 0.5 -0.1
H -0.090370 -0.714556 1.840845 -0.2 1.0 -0.1
H 1.563804 0.470364 2.091972 -2.7 -0.9 -0.9
H 3.376917 -1.565173 0.153936 1.2 -1.2 -0.1
H 3.083683 0.094645 -0.408902 0.2 -0.6 0.7
H 3.364868 -0.189179 1.365539 0.3 -0.5 -0.4
H -0.322619 2.533160 0.523723 -0.6 -0.9 -1.9
H 0.619204 2.371457 -0.978316 -0.6 -0.8 0.0
H -1.216788 2.368413 -1.186446 1.3 -0.1 1.1
```
Positions in Å, forces in eV/Å.

Calculated values
Gap between HOMO and LUMO (alpha / beta), eV: 7.67 / 7.67
M, g/mol: 167.23
Highest occupied orbital energy (alpha / beta), eV: -11.648 / -11.648
E_LUMO (alpha / beta), eV: -3.98 / -3.98
DFT total energy, eV: -14594.2991
Structure (SMILES): C=[N+](C)CCN(C)c1ccco1
Charge: +1
Relative energy (zero: lowest compared OMol25 entry of this formula, charge and spin), kcal/mol: 84.5



Question: Look up the M of the third one.
Answer: 108.50 g/mol



Question: Which of these has the highest M?
Answer: C22H25ClLaN2PS